No. 1
The following is a DFT calculation (ωB97M-V/def2-TZVPD) of a structure of composition C23H45BBrCl3F2MgN3NaO5 in a non-equilibrium geometry.

XYZ file:
```
85
Properties=species:S:1:pos:R:3:forces:R:3
N 0.11172 -0.70670 2.85901 -0.0251 0.5879 -0.2794
C -1.16334 -0.36729 3.48955 0.7489 -0.9315 1.1742
C -1.25818 1.10197 3.90936 -1.4313 0.0859 -0.2899
C -1.45804 2.07982 2.71642 0.7228 -0.4064 0.3356
C -0.17309 2.15181 1.89205 -0.9959 0.1060 -0.4328
C -0.23431 1.94031 0.47838 0.2451 0.2405 1.4078
C 0.91681 1.96956 -0.23688 -0.5730 0.0837 -1.8692
C 0.81140 1.70050 -1.73907 0.4338 -0.7571 0.8849
B 1.33313 0.18816 -1.94364 -0.6986 -1.4226 -0.3010
O 2.11503 -0.15241 -3.09221 0.4645 0.5900 0.6345
O 1.09937 -0.81796 -1.02338 -0.9073 4.2537 -3.5211
C 2.18336 2.19849 0.37578 -0.9707 -0.0471 -0.5902
N 3.27936 2.19742 -0.42172 0.3314 0.0177 1.0766
C 4.38329 2.37407 0.26266 0.5631 -0.1449 -0.2276
C 4.44147 2.55839 1.67457 1.0617 0.4281 0.2342
C 5.81419 2.67628 2.31032 -1.0481 0.9195 -0.3146
C 6.12508 4.03982 2.85607 -0.1067 -1.4932 1.3338
F 7.50871 4.00785 3.28290 -0.7902 0.6514 -0.8557
N 3.38898 2.61103 2.45595 0.1552 -0.1098 -1.0180
C 2.23230 2.41764 1.77250 -0.7450 -0.0094 0.7926
C 1.01935 2.39330 2.50211 0.0075 0.2046 0.3394
H 0.89964 -0.28187 3.33350 -0.0896 -0.2243 0.1414
H 0.22786 -1.70053 2.72358 -0.1180 0.1572 -0.1215
H -1.99072 -0.71209 2.85152 0.2760 0.4481 -0.0808
H -1.23599 -0.96730 4.43058 -0.3726 0.3456 -0.2468
H -2.17121 1.19123 4.53204 0.3426 -0.1058 -0.1573
H -0.43861 1.40136 4.58139 -0.0696 -0.1602 -0.4282
H -2.28118 1.72222 2.07793 0.2677 0.0555 0.2426
H -1.75892 3.06003 3.12476 0.2673 -0.1899 -0.2937
H -1.19037 1.73712 -0.00124 0.2663 -0.0171 0.1020
H -0.25456 1.72207 -2.01244 0.4012 0.0957 -0.0129
H 1.39981 2.41325 -2.32652 -0.2599 -0.1992 0.0852
H 3.03069 -0.01594 -2.80735 -0.0682 0.0421 -0.4514
H 1.97908 -1.03891 -0.67968 -0.8602 0.1977 -1.1862
H 5.32874 2.34364 -0.29245 -0.2664 0.0380 0.1302
H 5.79385 1.86790 3.19508 0.3646 1.5922 -1.1797
H 6.55079 2.41012 1.53199 0.0485 -0.1252 0.4993
H 6.07220 4.87964 2.07436 -2.2618 -0.5451 1.7645
H 5.52831 4.33191 3.72635 0.0685 0.1076 -0.3588
H 1.03591 2.54055 3.58373 0.3191 0.0478 -0.3394
Mg 7.38139 5.04358 1.21905 2.9835 0.4745 -1.7115
Br 6.17266 0.18454 3.58196 0.2881 -2.0770 0.7171
F -0.80714 -1.80400 0.03788 -0.7066 -0.8938 0.8428
C 1.98965 -3.10573 0.56831 -0.9364 0.6570 -0.1403
O 2.34942 -1.76614 0.31804 3.7876 -3.0264 4.1020
H 1.59196 -3.54289 -0.34823 -0.2083 0.2352 -0.0380
H 2.87568 -3.65071 0.88325 -1.9078 0.2669 1.2468
H 1.23151 -3.15855 1.34961 -0.0725 -0.1663 -0.1911
H 2.69847 -1.38765 1.13561 -0.2623 0.3090 0.0727
Cl 1.57502 5.84808 -2.30500 0.0187 -0.0450 0.0263
C 1.23293 5.70844 -4.04913 0.0403 0.1002 -0.1494
C -0.21111 5.36510 -4.32068 -0.1174 -0.0174 -0.0918
Cl -0.61078 3.71287 -3.79870 -0.0997 0.2199 -0.1389
H 1.90488 4.96073 -4.46528 -0.0581 -0.0600 0.0916
H 1.47292 6.67252 -4.49703 -0.0555 0.0058 0.0338
H -0.40684 5.41751 -5.39152 0.0890 0.0060 0.0015
H -0.88733 6.05247 -3.81623 0.0648 -0.0242 0.0612
C -3.80447 -0.90486 -2.00424 -0.3027 0.1240 0.1104
C -3.84641 -2.26761 -1.32353 0.1943 -0.1833 0.1083
C -3.43555 -3.45314 -2.20833 0.1328 -0.1758 0.1430
C -4.32151 -3.68819 -3.42981 0.1093 0.0984 0.0988
C -5.79933 -3.89056 -3.10778 0.0974 0.1029 -0.3056
C -6.03497 -5.11456 -2.24276 -0.4912 -0.2914 0.3504
H -4.50284 -0.84849 -2.84618 0.0153 0.0240 -0.0260
H -4.08303 -0.12233 -1.29157 -0.0557 -0.0270 -0.0018
H -2.80565 -0.68825 -2.37139 0.0036 -0.0660 0.0142
H -4.86039 -2.43315 -0.92228 -0.0622 -0.0382 0.0091
H -3.16856 -2.24140 -0.46381 0.1595 0.0312 -0.1123
H -3.41809 -4.36148 -1.58219 -0.0653 -0.0385 0.0091
H -2.38674 -3.31996 -2.56605 -0.8611 -0.0450 0.4439
H -3.94638 -4.56677 -3.96864 -0.0597 -0.0022 -0.0338
H -4.22318 -2.85050 -4.12461 0.0801 0.0212 0.0703
H -6.35580 -4.00456 -4.04355 -0.0564 -0.0646 0.0555
H -6.21252 -3.00683 -2.61553 0.0721 -0.0053 0.0333
H -5.66460 -6.02284 -2.72777 0.0611 0.0245 0.0136
H -7.10857 -5.24547 -2.05350 -0.0153 -0.0768 -0.0138
H -5.53376 -5.00787 -1.27114 0.1226 0.0606 -0.0422
O 7.45169 1.85092 6.59278 0.0377 0.2329 0.0282
H 7.05090 1.42346 5.82778 -0.0943 -0.2321 -0.2285
O -6.21556 -6.90918 1.08137 0.0525 0.0295 0.0150
H -5.46007 -6.30617 1.26834 -0.0379 0.0520 -0.1458
H -6.02173 -7.49030 0.31383 0.0271 0.1749 -0.0701
H -7.04493 -6.40316 0.93953 0.1120 0.0733 -0.1149
Cl -1.06077 -1.99365 -3.33041 0.9972 0.3170 -0.7377
Na 4.25765 -4.14973 0.34163 2.2822 -0.4929 -1.0280
```
Forces are in eV/Å.

Properties
Largest force on an atom (Eh/bohr): 0.1235
Lowest unoccupied orbital energy (eV): -3.882
Spin multiplicity: 1
HOMO level (eV): -5.1463
HOMO-LUMO gap (eV): 1.3

Results of the Löwdin charge analysis, in e, for atoms 1 through 6: number 1, N, carries 0.0119; number 2, C, carries -0.2833; number 3, C, carries -0.2061; number 4, C, carries -0.1342; number 5, C, carries -0.1984; number 6, C, carries 0.0501

No. 2
The following is a DFT calculation (ωB97M-V/def2-TZVPD) of a structure of composition C21H15IMoN3O6.

XYZ file:
```
47
Properties=species:S:1:pos:R:3:forces:R:3
Mo -0.09414 -0.52968 -0.56074 -0.2169 -0.1247 0.2622
C -0.84921 3.92809 -1.19798 -0.0064 0.0022 -0.0342
C -0.68047 3.50823 0.22536 0.0095 -0.0225 0.1169
N -0.67728 4.46013 1.15848 0.0050 0.0029 -0.1120
C -0.57177 4.14654 2.43480 -0.0037 -0.0569 0.1068
C -0.44851 2.84301 2.93239 -0.0009 -0.0016 -0.0595
C -0.28975 2.69903 4.42400 0.0428 0.0286 0.0390
O -0.76222 1.44548 4.88016 -0.0227 -0.0096 -0.0169
C -0.42783 1.81246 1.98062 -0.0264 0.1567 -0.0753
C -0.34287 0.42293 2.36870 0.0210 -0.0648 -0.0115
N -0.20424 -0.57678 1.55371 0.0450 -0.0192 -0.2380
C -0.24660 -1.90395 2.10806 -0.0350 0.0290 -0.0500
C 0.50061 -2.26367 3.21933 -0.0308 -0.0507 -0.0018
C 0.39356 -3.55184 3.72628 0.0052 0.0139 -0.0020
C -0.44338 -4.48311 3.12822 0.0239 0.0088 0.0263
C -1.18193 -4.14531 2.00051 -0.0673 0.0114 -0.0844
C -1.06367 -2.85973 1.51197 0.0948 -0.0445 0.1402
I -2.10797 -2.27239 -0.22728 0.0123 0.0655 -0.0142
C -0.55620 2.18885 0.62905 0.0305 0.1361 0.1331
O -0.58138 1.19637 -0.31908 0.2363 -0.4655 -0.2571
H -0.38133 4.90012 -1.33528 -0.0069 0.0022 -0.0085
H -1.91074 4.03842 -1.42935 0.0028 -0.0023 -0.0114
H -0.40971 3.21425 -1.89420 0.0043 0.0031 0.0003
H -0.58979 4.98034 3.12863 0.0055 -0.0001 0.0012
H -0.83873 3.51743 4.89484 0.0055 -0.0072 0.0038
H 0.77094 2.83134 4.67175 -0.0165 0.0137 0.0015
H -0.83561 1.46328 5.84033 -0.0040 0.0039 0.0498
H -0.45174 0.21823 3.43091 0.0122 -0.0309 -0.0341
H 1.17059 -1.54632 3.67624 0.0017 0.0108 -0.0050
H 0.97820 -3.83194 4.59178 -0.0007 0.0026 0.0010
H -0.51804 -5.48424 3.53001 -0.0076 -0.0034 -0.0080
H -1.82654 -4.87537 1.52940 0.0006 0.0002 0.0036
O 1.12043 -0.85849 -6.89746 0.0586 -0.0363 0.1300
C 2.07755 -1.40913 -7.41543 0.0112 0.0214 -0.0661
O 2.93330 -1.89452 -7.95321 -0.0201 -0.0008 0.0042
C 0.84621 -0.77500 -5.44578 -0.0745 0.0333 -0.0636
C -0.19131 0.06739 -5.13203 0.0405 -0.0451 0.0225
C -0.50354 0.15532 -3.78057 0.0156 0.0066 -0.0367
N 0.16899 -0.53432 -2.85237 -0.0211 -0.0078 0.0732
C 1.17209 -1.33574 -3.22648 -0.0076 0.0078 -0.0434
C 1.57089 -1.51006 -4.54283 -0.0450 0.0402 0.0222
C 1.86624 -2.07207 -2.10426 0.1281 -0.0559 -0.1165
O 2.72282 -2.86795 -2.26247 -0.0580 0.0464 -0.0276
O 1.35743 -1.68842 -0.90575 -0.1518 0.4061 0.2444
H -0.74074 0.62559 -5.87829 0.0034 0.0023 -0.0097
H -1.30968 0.79508 -3.44487 0.0026 -0.0027 -0.0035
H 2.38707 -2.18789 -4.76977 0.0049 -0.0031 0.0087
```
Forces are in eV/Å.

Properties
Total charge: +3
Largest force on an atom (Eh/bohr): 0.0113
Lowest unoccupied orbital energy (alpha / beta) (eV): -10.671 / -10.617
Spin multiplicity: 1
HOMO level (alpha / beta) (eV): -16.9093 / -16.8961
HOMO-LUMO gap (alpha / beta) (eV): 6.2 / 6.3

Results of the Löwdin charge analysis, in e, for atoms 1 through 6: number 1, Mo, carries 1.4859; number 2, C, carries 0.0062; number 3, C, carries -0.2404; number 4, N, carries 0.1739; number 5, C, carries -0.0249; number 6, C, carries -0.0788

No. 3
The following is a DFT calculation (ωB97M-V/def2-TZVPD) of a cluster of 2 separate species, C6H14N2O2 in total in a non-equilibrium geometry.

XYZ file:
```
24
Properties=species:S:1:pos:R:3:forces:R:3
C -0.51571 -2.67638 -0.96396 -2.2677 -0.2474 -1.1202
N -0.57435 -1.26070 -1.42729 1.1513 -0.1037 0.2518
C -1.72536 -0.45852 -1.16484 0.9823 -1.7996 -1.0572
C -1.69217 0.98515 -1.51637 0.8735 1.5088 3.4969
O -2.73138 -1.00914 -0.77447 0.1588 0.3136 0.4424
H -0.16529 -3.25494 -1.83045 -0.4549 -0.2322 0.3837
H 0.13329 -2.87828 -0.17205 1.6995 0.3650 1.2768
H -1.48250 -3.10030 -0.50036 1.0314 1.0766 -1.5299
H 0.32198 -1.02691 -1.98116 -2.5398 0.2729 1.3124
H -0.70411 1.49655 -1.33056 -0.9304 -0.6819 -0.0423
H -1.93365 1.15550 -2.49153 -0.6882 0.1705 -2.8843
H -2.49004 1.50994 -0.90619 1.0191 -0.6680 -0.5881
C -0.31201 -0.12339 2.00509 0.4729 -0.8917 -1.3391
N 0.72021 0.33922 1.05084 -1.5299 -0.1064 2.2845
C 1.42126 1.40589 1.45251 0.6636 -0.5505 -2.7077
C 2.50959 1.84126 0.40141 1.4140 1.7936 2.9099
O 1.20385 1.90780 2.52720 0.5094 0.9376 0.3327
H -0.74703 -1.09028 1.60256 0.0144 1.5133 0.5453
H 0.15626 -0.30452 2.94738 0.4473 -0.4723 0.6622
H -0.95221 0.72327 2.22578 -0.7855 -0.2909 -0.3696
H 0.85764 -0.16544 0.23010 0.3759 -0.5490 -1.3958
H 3.09760 1.13829 -0.13077 0.0594 -1.7427 -0.0530
H 2.34879 2.55900 -0.40115 -0.9770 0.4906 0.5599
H 3.25532 2.28694 1.14825 -0.6992 -0.1062 -1.3713
```
Forces are in eV/Å.

Properties
Largest force on an atom (Eh/bohr): 0.0760
Lowest unoccupied orbital energy (eV): 0.475
Spin multiplicity: 1
Structure (SMILES): CNC(C)=O.CNC(C)=O
HOMO level (eV): -9.6815
HOMO-LUMO gap (eV): 10.2

Results of the Löwdin charge analysis, in e, for atoms 1 through 6: number 1, C, carries -0.0994; number 2, N, carries -0.0283; number 3, C, carries -0.5487; number 4, C, carries -0.0078; number 5, O, carries 0.0499; number 6, H, carries 0.0790

No. 4
The following is a DFT calculation (ωB97M-V/def2-TZVPD) of a cluster of 2 separate species, C4H10N2O2 in total.

XYZ file:
```
18
Properties=species:S:1:pos:R:3:forces:R:3
C -0.93475 -1.05883 -0.98962 -0.0027 -0.0475 0.0465
C -1.31975 -1.00563 0.45271 0.0318 0.1780 0.1481
O -1.54716 -0.01467 1.10280 -0.0712 0.0722 -0.0099
O -1.38500 -2.24054 0.97453 0.1861 -0.5270 0.0045
N -1.79861 -2.33026 2.33273 -0.4203 0.2357 0.2695
H -0.81045 -2.08914 -1.30412 0.0016 -0.0460 -0.1053
H -1.70738 -0.57421 -1.58147 -0.0815 0.0253 -0.0210
H -0.00661 -0.49739 -1.12599 -0.0922 -0.0942 0.0249
H -0.98464 -2.64240 2.86110 0.0224 0.2105 -0.2949
H -2.02519 -1.37066 2.61656 0.2208 -0.2101 -0.0691
C 1.86146 1.76938 -1.93665 0.1533 0.2858 -0.1638
N 1.43235 1.07378 -0.98973 0.0422 -0.4457 -0.2523
C 1.30936 1.62507 0.32286 -0.0324 0.2721 0.3526
H 2.17436 2.81505 -1.84334 -0.0283 0.0477 0.1310
H 1.93741 1.31917 -2.91558 0.0346 -0.0624 -0.2730
H 1.61735 2.67612 0.38759 0.0145 0.0026 0.0196
H 0.26966 1.52246 0.63655 0.0529 0.0436 0.1020
H 1.91760 1.02272 0.99906 -0.0315 0.0593 0.0907
```
Forces are in eV/Å.

Properties
Largest force on an atom (Eh/bohr): 0.0109
Lowest unoccupied orbital energy (eV): 0.971
Spin multiplicity: 1
Structure (SMILES): CC(=O)ON.C=NC
HOMO level (eV): -9.7796
HOMO-LUMO gap (eV): 10.8

Results of the Löwdin charge analysis, in e, for atoms 1 through 6: number 1, C, carries 0.0202; number 2, C, carries -0.5412; number 3, O, carries 0.0688; number 4, O, carries -0.0635; number 5, N, carries 0.0691; number 6, H, carries 0.0845

Copy entry 4 word for word.
The following is a DFT calculation (ωB97M-V/def2-TZVPD) of a cluster of 2 separate species, C4H10N2O2 in total.

XYZ file:
```
18
Properties=species:S:1:pos:R:3:forces:R:3
C -0.93475 -1.05883 -0.98962 -0.0027 -0.0475 0.0465
C -1.31975 -1.00563 0.45271 0.0318 0.1780 0.1481
O -1.54716 -0.01467 1.10280 -0.0712 0.0722 -0.0099
O -1.38500 -2.24054 0.97453 0.1861 -0.5270 0.0045
N -1.79861 -2.33026 2.33273 -0.4203 0.2357 0.2695
H -0.81045 -2.08914 -1.30412 0.0016 -0.0460 -0.1053
H -1.70738 -0.57421 -1.58147 -0.0815 0.0253 -0.0210
H -0.00661 -0.49739 -1.12599 -0.0922 -0.0942 0.0249
H -0.98464 -2.64240 2.86110 0.0224 0.2105 -0.2949
H -2.02519 -1.37066 2.61656 0.2208 -0.2101 -0.0691
C 1.86146 1.76938 -1.93665 0.1533 0.2858 -0.1638
N 1.43235 1.07378 -0.98973 0.0422 -0.4457 -0.2523
C 1.30936 1.62507 0.32286 -0.0324 0.2721 0.3526
H 2.17436 2.81505 -1.84334 -0.0283 0.0477 0.1310
H 1.93741 1.31917 -2.91558 0.0346 -0.0624 -0.2730
H 1.61735 2.67612 0.38759 0.0145 0.0026 0.0196
H 0.26966 1.52246 0.63655 0.0529 0.0436 0.1020
H 1.91760 1.02272 0.99906 -0.0315 0.0593 0.0907
```
Forces are in eV/Å.

Properties
Largest force on an atom (Eh/bohr): 0.0109
Lowest unoccupied orbital energy (eV): 0.971
Spin multiplicity: 1
Structure (SMILES): CC(=O)ON.C=NC
HOMO level (eV): -9.7796
HOMO-LUMO gap (eV): 10.8

Results of the Löwdin charge analysis, in e, for atoms 1 through 6: number 1, C, carries 0.0202; number 2, C, carries -0.5412; number 3, O, carries 0.0688; number 4, O, carries -0.0635; number 5, N, carries 0.0691; number 6, H, carries 0.0845

Question: What is the largest force on an atom in the third record?
Answer: 0.0760 Eh/bohr

Question: Look up the spin multiplicity of the second one.
Answer: 1

What did the fourth record say?
The following is a DFT calculation (ωB97M-V/def2-TZVPD) of a cluster of 2 separate species, C4H10N2O2 in total.

XYZ file:
```
18
Properties=species:S:1:pos:R:3:forces:R:3
C -0.93475 -1.05883 -0.98962 -0.0027 -0.0475 0.0465
C -1.31975 -1.00563 0.45271 0.0318 0.1780 0.1481
O -1.54716 -0.01467 1.10280 -0.0712 0.0722 -0.0099
O -1.38500 -2.24054 0.97453 0.1861 -0.5270 0.0045
N -1.79861 -2.33026 2.33273 -0.4203 0.2357 0.2695
H -0.81045 -2.08914 -1.30412 0.0016 -0.0460 -0.1053
H -1.70738 -0.57421 -1.58147 -0.0815 0.0253 -0.0210
H -0.00661 -0.49739 -1.12599 -0.0922 -0.0942 0.0249
H -0.98464 -2.64240 2.86110 0.0224 0.2105 -0.2949
H -2.02519 -1.37066 2.61656 0.2208 -0.2101 -0.0691
C 1.86146 1.76938 -1.93665 0.1533 0.2858 -0.1638
N 1.43235 1.07378 -0.98973 0.0422 -0.4457 -0.2523
C 1.30936 1.62507 0.32286 -0.0324 0.2721 0.3526
H 2.17436 2.81505 -1.84334 -0.0283 0.0477 0.1310
H 1.93741 1.31917 -2.91558 0.0346 -0.0624 -0.2730
H 1.61735 2.67612 0.38759 0.0145 0.0026 0.0196
H 0.26966 1.52246 0.63655 0.0529 0.0436 0.1020
H 1.91760 1.02272 0.99906 -0.0315 0.0593 0.0907
```
Forces are in eV/Å.

Properties
Largest force on an atom (Eh/bohr): 0.0109
Lowest unoccupied orbital energy (eV): 0.971
Spin multiplicity: 1
Structure (SMILES): CC(=O)ON.C=NC
HOMO level (eV): -9.7796
HOMO-LUMO gap (eV): 10.8

Results of the Löwdin charge analysis, in e, for atoms 1 through 6: number 1, C, carries 0.0202; number 2, C, carries -0.5412; number 3, O, carries 0.0688; number 4, O, carries -0.0635; number 5, N, carries 0.0691; number 6, H, carries 0.0845